(1)
6
Properties=species:S:1:pos:R:3 method="wB97M-V/def2-TZVPD" e_tot_ha=-1136.66409 charge=+3 spin_multiplicity=6 e_lumo_ev="-16.2022 / -16.2549" s2=8.766 relative_energy_kj_mol=0.0
O -0.709 0.351 1.195
C -0.066 -0.375 0.482
C 0.921 -0.324 -0.466
C 0.874 -0.286 -1.698
H 0.921 -0.190 -2.773
Ho -1.941 0.824 3.260

---

(2)
47
Properties=species:S:1:pos:R:3 method="wB97M-V/def2-TZVPD" e_tot_ha=-1636.95268 e_lumo_ev=0.1851 relative_energy_kj_mol=47.0
C -0.434 -2.809 -2.090
H -0.378 -3.333 -1.131
H 0.559 -2.766 -2.544
H -1.114 -3.341 -2.753
O -0.986 -1.520 -1.942
C -0.298 -0.598 -1.226
C 0.852 -0.870 -0.496
C 1.456 0.127 0.245
C 0.942 1.404 0.302
C -0.202 1.687 -0.425
C -0.819 0.715 -1.204
N -1.977 1.053 -1.910
C -2.390 0.690 -3.163
O -3.513 0.958 -3.536
C -1.390 0.039 -4.048
C -1.798 -0.976 -4.909
C -0.867 -1.553 -5.753
C 0.438 -1.084 -5.708
N 0.824 -0.090 -4.927
C -0.065 0.466 -4.127
H 0.297 1.293 -3.530
H 1.212 -1.512 -6.331
H -1.144 -2.347 -6.430
H -2.829 -1.299 -4.894
H -2.630 1.661 -1.428
H -0.624 2.681 -0.404
H 1.438 2.158 0.889
S 2.880 -0.328 1.227
O 3.765 0.785 1.351
O 3.388 -1.584 0.762
N 2.198 -0.675 2.719
C 1.442 0.240 3.452
C 0.287 -0.172 4.110
C -0.462 0.720 4.863
C -0.049 2.044 4.941
C 1.099 2.458 4.288
C 1.852 1.566 3.548
H 2.756 1.873 3.050
H 1.416 3.488 4.362
H -0.626 2.749 5.520
C -1.686 0.258 5.595
H -1.431 0.021 6.629
H -2.445 1.037 5.609
H -2.103 -0.635 5.137
H -0.021 -1.206 4.040
H 1.871 -1.628 2.753
H 1.308 -1.846 -0.484

---

(3)
149
Properties=species:S:1:pos:R:3 method="wB97M-V/def2-TZVPD" e_tot_ha=-7259.20222 e_lumo_ev=0.3954
C 4.832 7.495 1.403
C 4.806 7.496 -0.198
F 6.171 7.467 -0.720
C 3.848 6.406 -0.873
Si 4.008 4.630 -0.180
C 5.833 4.143 0.274
C 5.937 2.537 0.370
O 6.752 1.912 -0.346
Cl 4.831 1.646 1.562
C 2.818 4.421 1.317
C 1.556 3.480 1.026
O 1.810 2.405 0.106
C 0.243 4.268 0.532
F 0.395 4.828 -0.763
F -0.829 3.311 0.576
F -0.118 5.350 1.385
H 3.952 6.972 1.900
H 5.859 7.126 1.734
H 4.771 8.600 1.736
H 4.402 8.530 -0.517
H 2.774 6.819 -0.887
H 4.161 6.349 -1.987
H 3.556 3.696 -1.238
H 6.523 4.488 -0.577
H 6.123 4.602 1.288
H 3.362 3.962 2.227
H 2.394 5.430 1.686
H 1.259 2.999 2.035
H 1.179 1.678 0.343
C -1.775 -0.948 -1.570
C -1.064 -2.302 -1.593
C 0.019 -2.270 -0.514
S -0.556 -1.128 0.737
O 0.334 0.012 0.763
O -0.900 -1.864 1.932
C -2.057 -0.655 -0.102
H -2.694 -0.963 -2.159
H -1.118 -0.178 -1.986
H -1.784 -3.095 -1.370
H -0.635 -2.516 -2.574
H 0.169 -3.252 -0.064
H 0.965 -1.893 -0.907
H -2.277 0.395 0.092
H -2.864 -1.286 0.278
C 4.845 0.716 -2.445
C 5.750 0.192 -3.562
C 4.860 -0.547 -4.564
S 3.242 0.211 -4.450
O 2.311 -0.766 -3.930
O 2.980 0.957 -5.660
C 3.652 1.355 -3.144
H 5.365 1.431 -1.804
H 4.510 -0.118 -1.819
H 6.242 1.035 -4.057
H 6.533 -0.463 -3.174
H 5.234 -0.449 -5.583
H 4.757 -1.602 -4.305
H 2.793 1.493 -2.488
H 3.930 2.304 -3.607
C 9.022 -0.575 2.776
C 9.221 -0.142 4.230
C 9.473 1.366 4.228
S 8.637 2.012 2.783
O 9.630 2.525 1.868
O 7.494 2.796 3.203
C 8.061 0.440 2.169
H 8.628 -1.591 2.706
H 9.980 -0.546 2.247
H 8.314 -0.364 4.803
H 10.048 -0.679 4.704
H 9.069 1.842 5.122
H 10.537 1.593 4.133
H 8.068 0.440 1.080
H 7.045 0.289 2.539
C -6.621 -1.080 -3.506
C -7.807 -1.771 -2.829
C -7.259 -2.572 -1.647
S -5.773 -1.727 -1.117
O -4.640 -2.593 -1.358
O -6.009 -1.107 0.168
C -5.803 -0.466 -2.379
H -6.948 -0.325 -4.223
H -6.021 -1.820 -4.045
H -8.510 -1.015 -2.466
H -8.350 -2.415 -3.524
H -7.970 -2.606 -0.820
H -6.983 -3.585 -1.943
H -4.785 -0.212 -2.677
H -6.303 0.411 -1.962
C 11.987 1.150 8.869
C 13.348 0.451 8.889
C 13.432 -0.425 7.637
S 12.392 0.357 6.408
O 11.276 -0.518 6.124
O 13.222 0.910 5.363
C 11.818 1.685 7.453
H 11.932 1.950 9.609
H 11.197 0.426 9.093
H 14.144 1.202 8.867
H 13.484 -0.144 9.795
H 14.453 -0.489 7.258
H 13.041 -1.427 7.822
H 10.785 1.931 7.207
H 12.463 2.549 7.279
C -1.634 -4.700 -4.672
C -2.482 -5.532 -5.637
C -3.563 -4.612 -6.208
S -2.881 -2.958 -6.175
O -3.647 -2.163 -5.242
O -2.621 -2.522 -7.527
C -1.333 -3.399 -5.404
H -0.718 -5.220 -4.386
H -2.206 -4.494 -3.761
H -1.850 -5.906 -6.448
H -2.925 -6.399 -5.141
H -3.817 -4.878 -7.234
H -4.462 -4.619 -5.589
H -1.007 -2.598 -4.741
H -0.598 -3.554 -6.197
C -11.930 1.911 0.436
C -10.832 2.431 -0.495
C -9.831 1.293 -0.703
S -10.755 -0.228 -0.507
O -10.265 -0.914 0.666
O -10.875 -0.883 -1.791
C -12.314 0.540 -0.103
H -12.788 2.585 0.465
H -11.538 1.818 1.453
H -11.273 2.715 -1.456
H -10.341 3.317 -0.086
H -9.391 1.322 -1.701
H -9.043 1.309 0.052
H -12.853 -0.071 0.621
H -12.891 0.627 -1.026
C -11.359 -6.277 -0.132
C -10.329 -5.175 0.129
C -11.098 -3.872 0.355
S -12.693 -4.340 1.017
O -13.712 -3.986 0.056
O -12.770 -3.941 2.404
C -12.429 -6.103 0.939
H -10.909 -7.271 -0.092
H -11.799 -6.143 -1.126
H -9.751 -5.423 1.025
H -9.624 -5.078 -0.699
H -10.588 -3.223 1.066
H -11.265 -3.338 -0.582
H -13.364 -6.609 0.698
H -12.065 -6.430 1.915

---

(4)
65
Properties=species:S:1:pos:R:3 method="wB97M-V/def2-TZVPD" e_tot_ha=-5579.25564 e_lumo_ev=-0.9311 relative_energy_kj_mol=0.0
C 2.849 4.427 0.922
C 4.291 3.926 0.932
C 4.526 2.773 1.924
C 4.915 1.423 1.274
C 5.742 0.525 2.222
C 3.649 0.766 0.778
C 3.327 0.568 -0.509
C 4.266 0.948 -1.650
N 3.776 0.633 -2.981
C 1.994 -0.068 -0.798
O 1.779 -0.864 -1.674
C 0.900 0.319 0.172
Br -0.837 0.393 -0.516
C 1.201 0.520 1.443
C 2.642 0.361 1.821
O 2.942 -0.070 2.909
H 2.593 4.886 1.880
H 2.684 5.175 0.145
H 2.147 3.604 0.757
H 4.952 4.757 1.189
H 4.574 3.619 -0.078
H 3.609 2.630 2.507
H 5.303 3.041 2.643
H 5.537 1.647 0.407
H 5.814 0.965 3.216
H 5.320 -0.473 2.326
H 6.758 0.418 1.839
H 4.481 2.016 -1.532
H 5.212 0.423 -1.499
H 3.213 1.378 -3.368
H 4.545 0.465 -3.613
H 0.478 0.737 2.219
C -2.317 -1.907 -3.421
C -3.468 -2.569 -2.694
O -4.631 -1.967 -3.294
S -4.360 -1.672 -4.836
O -4.878 -2.721 -5.640
O -4.725 -0.324 -5.092
O -2.776 -1.822 -4.783
H -2.126 -0.903 -3.045
H -1.401 -2.491 -3.395
H -3.476 -2.363 -1.629
H -3.493 -3.646 -2.864
C -3.800 -5.764 1.697
C -3.351 -6.660 0.557
O -2.630 -5.760 -0.302
S -1.858 -4.671 0.569
O -0.512 -5.054 0.779
O -2.166 -3.394 0.024
O -2.668 -4.906 1.919
H -4.662 -5.155 1.423
H -3.998 -6.305 2.618
H -4.175 -7.080 -0.011
H -2.680 -7.450 0.895
C -3.851 1.887 1.103
C -4.931 2.836 0.620
O -5.014 3.806 1.676
S -3.572 4.056 2.310
O -2.962 5.196 1.725
O -3.685 3.940 3.718
O -2.876 2.756 1.698
H -4.223 1.195 1.860
H -3.360 1.340 0.304
H -5.905 2.366 0.517
H -4.652 3.336 -0.309